Record 1
The following is a DFT calculation (wB97M-V/def2-TZVPD) of an isolated ion of composition C8H13FNO4 and charge +1 at a distorted geometry.

Cartesian coordinates (Å):
C: -0.641 -0.976 -1.158
C: 1.020 1.522 -0.629
C: 0.562 1.369 0.852
C: -0.334 1.513 -1.347
C: -0.655 0.478 0.701
C: -0.321 1.424 -2.846
C: -0.628 -3.362 2.530
C: -0.179 -1.640 1.003
N: -0.321 -1.871 -0.376
O: -0.991 0.341 -0.668
O: 1.733 0.408 -1.089
O: 0.155 2.606 1.373
O: -1.034 -2.161 1.838
F: 1.116 -1.667 1.362
H: -0.765 -1.110 -2.220
H: 1.546 2.468 -0.783
H: 1.340 0.894 1.459
H: -0.932 2.362 -0.996
H: -1.513 0.686 1.326
H: 0.384 0.676 -3.200
H: -0.006 2.393 -3.227
H: -1.318 1.226 -3.233
H: -1.424 -3.568 3.240
H: 0.316 -3.216 3.053
H: -0.538 -4.182 1.815
H: 2.657 0.449 -0.812
H: 0.772 2.940 2.031

Cartesian forces, eV/Å:
0.0524 -1.3390 -0.1020
-0.4251 0.2939 0.3418
-0.0453 -0.2729 -0.5860
0.8862 1.2270 -0.5432
1.0295 -3.0810 2.8138
-0.1135 -0.3484 0.1343
0.1271 -0.5717 0.2628
-0.2292 4.2618 -0.8249
-0.0059 -0.6418 -0.2330
-0.1977 0.1238 -0.2380
0.1456 -0.1782 -0.1344
-0.1747 0.3041 0.0673
0.0870 0.1563 -0.1735
-0.5577 -0.2891 -0.0620
-0.0542 0.3369 -0.1042
-0.1359 -0.0250 0.0051
-0.0982 0.0267 -0.0752
0.0478 -0.2882 -0.0223
-0.1566 0.1353 -0.2674
0.0170 -0.0062 -0.0682
0.0167 0.0564 0.0340
-0.0661 0.0007 -0.0910
0.0556 0.0348 -0.0844
-0.1379 0.0778 -0.0533
-0.0368 0.0741 0.0554
-0.1017 -0.0099 0.0006
0.0715 -0.0585 -0.0520

* lowest unoccupied orbital energy: -3.0008 eV
* energy above the lowest of the compared OMol25 structures with the same formula, charge and spin: 173.0 kJ/mol
* net charge: +1
* frontier orbital gap: 9.97 eV
* E: -767.8320 hartree

***

Record 2
The following is a DFT calculation (wB97M-V/def2-TZVPD) of a 2-piece molecular cluster, C3H10NPS2 overall at a distorted geometry.

Cartesian coordinates (Å):
C: -2.228 -0.282 0.417
C: 1.465 1.290 -2.501
C: -1.085 -0.313 1.404
N: 1.583 -0.525 1.724
P: 0.522 -0.722 0.510
S: 0.463 -2.449 -0.319
S: 0.768 1.910 -1.029
H: -2.452 0.505 -0.240
H: -2.121 -1.157 -0.208
H: -3.209 -0.327 0.972
H: 2.227 0.587 -2.558
H: 1.784 2.136 -3.045
H: 0.688 0.703 -3.061
H: -1.476 -1.151 2.057
H: -0.821 0.543 1.855
H: 1.432 0.127 2.431
H: 2.459 -0.875 1.591

Cartesian forces, eV/Å:
-1.8938 -0.6595 0.8433
-2.4724 -1.2227 -1.5682
-0.6799 -3.4599 -2.4790
-1.7044 -0.3051 -0.7483
-2.1860 1.0264 0.0905
0.5415 0.2649 -0.5543
-0.2742 -1.8132 2.5017
0.8142 1.6271 -0.8355
-0.3414 -0.4273 -0.0791
0.9509 -0.4575 -0.3286
2.0102 -1.0416 1.0456
0.2088 0.9688 -0.9612
0.3237 1.0387 0.0790
1.6393 0.8948 -0.1323
0.2450 3.2521 2.1198
-0.0677 1.2330 1.0993
2.8860 -0.9191 -0.0927

* lowest unoccupied orbital energy (spin up / spin down): -1.4493 / -1.4645 eV
* energy above the lowest of the compared OMol25 structures with the same formula, charge and spin: 232.1 kJ/mol
* net charge: 0
* frontier orbital gap (spin up / spin down): 6.73 / 6.65 eV
* E: -1312.7241 hartree